Molecular formula: C7H16O
Method: DFT, ωB97M-V/def2-TZVPD

- energy above the lowest of the compared OMol25 structures with the same formula, charge and spin (kJ/mol) = 235.2
- highest occupied orbital energy (eV) = -8.645
- maximum force (eV/A) = 5.9
- orbital gap (eV) = 9.40

Cartesian coordinates (Å):
O  -0.96  -2.94  -0.53
C  0.11  -1.06  0.29
C  -0.08  0.84  0.11
C  -1.28  1.25  0.95
C  -0.87  -1.24  -0.73
C  -0.18  1.44  -1.29
C  1.51  -1.55  0.01
C  1.20  1.35  0.77
H  -1.89  -0.91  -0.53
H  2.21  -1.21  0.77
H  1.85  -1.23  -0.97
H  -2.22  0.94  0.50
H  -0.23  -1.24  1.31
H  -0.52  -1.19  -1.75
H  -1.13  1.22  -1.77
H  -1.56  -3.12  0.21
H  1.33  0.93  1.77
H  -0.12  2.53  -1.24
H  -1.32  2.34  1.04
H  -1.22  0.84  1.96
H  1.49  -2.64  0.03
H  2.08  1.11  0.17
H  0.63  1.08  -1.93
H  1.16  2.44  0.86

Molecular formula: C28H49FeN4O6P2Si
Method: DFT, ωB97M-V/def2-TZVPD

- total charge = +1
- highest occupied orbital energy (spin up / spin down) (eV) = -9.755 / -9.767
- 2S+1 = 5
- maximum force (eV/A) = 0.5
- orbital gap (spin up / spin down) (eV) = 7.36 / 7.31

Cartesian coordinates (Å):
Fe  -0.93  -0.07  -0.32
P  1.49  -1.85  0.82
P  2.31  0.81  0.07
Si  -3.14  1.08  -2.81
O  2.01  -3.31  0.98
O  3.23  1.99  0.54
O  0.86  1.05  0.37
O  2.78  0.52  -1.38
O  0.67  -1.59  2.14
O  0.67  -1.55  -0.38
N  -2.00  1.53  0.76
N  -6.55  1.99  2.13
N  -2.19  -1.85  -0.43
N  -2.32  -0.04  -1.76
C  2.60  1.27  -2.63
C  2.86  -4.09  0.07
C  4.28  -4.05  0.59
C  -2.40  2.78  -2.50
C  -3.67  -2.06  -2.29
C  -1.71  -3.66  1.12
C  3.61  2.40  -2.67
C  2.39  4.08  1.40
C  -2.20  3.87  1.20
C  1.20  -1.88  3.47
C  0.49  -3.10  4.02
C  -2.76  -1.31  -1.53
C  -2.42  -3.13  -0.08
C  -2.94  0.68  -4.62
C  2.86  -0.69  0.90
C  1.18  1.73  -2.81
C  -5.45  2.18  1.85
C  -3.29  -3.91  -0.82
C  -3.53  3.70  1.56
C  4.26  2.82  2.54
C  -4.97  1.13  -2.41
C  -3.27  1.37  1.10
C  1.00  -0.63  4.30
C  -1.48  2.76  0.80
C  -3.93  -3.35  -1.92
C  2.96  2.73  1.78
C  -4.07  2.43  1.50
C  2.73  -3.63  -1.37
H  1.07  2.17  -3.80
H  -5.15  0.93  -1.35
H  4.63  1.83  2.80
H  -5.53  0.39  -2.98
H  -5.39  2.11  -2.64
H  2.22  2.18  2.36
H  -0.06  -0.44  4.45
H  2.47  -5.10  0.16
H  -4.15  -1.62  -3.16
H  3.40  3.14  -1.90
H  -0.82  -4.23  0.81
H  -1.90  0.72  -4.92
H  -1.38  -2.85  1.76
H  5.01  3.33  1.94
H  1.47  -0.76  5.28
H  4.31  -4.29  1.65
H  -0.44  2.85  0.51
H  1.70  -3.67  -1.71
H  -0.58  -2.90  4.12
H  4.12  3.38  3.46
H  4.75  -3.08  0.43
H  -3.67  0.36  1.05
H  -1.40  2.69  -2.09
H  3.55  2.89  -3.64
H  2.24  4.69  2.30
H  -3.48  -4.94  -0.52
H  -3.50  1.40  -5.22
H  0.47  0.91  -2.72
H  3.33  -4.29  -2.00
H  -2.34  3.37  -3.42
H  3.09  -2.61  -1.51
H  -1.74  4.84  1.22
H  3.75  -1.04  0.38
H  -4.62  -3.95  -2.50
H  0.89  -3.34  5.00
H  3.11  -0.49  1.94
H  1.44  0.24  3.81
H  -4.14  4.54  1.87
H  -3.32  -0.32  -4.86
H  -3.01  3.34  -1.79
H  4.88  -4.80  0.06
H  2.27  -2.10  3.38
H  4.62  2.03  -2.53
H  3.09  4.61  0.75
H  0.93  2.50  -2.08
H  -2.35  -4.34  1.69
H  1.44  3.97  0.88
H  0.63  -3.96  3.36
H  2.84  0.53  -3.38

Molecular formula: C6H16N2
Method: DFT, ωB97M-V/def2-TZVPD

- energy above the lowest of the compared OMol25 structures with the same formula, charge and spin (kJ/mol) = 316.7
- highest occupied orbital energy (eV) = -8.567
- maximum force (eV/A) = 4.3
- SMILES = CC(C)CCNCN
- orbital gap (eV) = 9.70

Cartesian coordinates (Å):
N  2.46  2.67  0.44
N  1.81  0.86  -1.00
C  -1.21  -2.68  0.98
C  2.26  2.25  -0.98
C  0.27  0.64  -0.40
C  -0.15  -0.81  -0.30
C  -2.64  -0.63  0.26
C  -1.23  -1.15  0.76
H  -3.55  -1.09  0.84
H  -2.79  0.35  -0.12
H  2.24  3.56  0.88
H  -1.03  -0.68  1.71
H  1.55  2.90  -1.49
H  3.11  2.07  1.03
H  -0.58  -1.12  -1.40
H  -2.10  -3.10  1.70
H  0.31  1.19  0.52
H  -0.38  1.09  -1.20
H  3.11  2.09  -1.80
H  0.81  -1.38  -0.31
H  -0.20  -2.97  1.32
H  -1.48  -3.20  0.01
H  -2.99  -0.96  -0.81
H  2.39  0.10  -0.60

Molecular formula: C2H3I2NO
Method: DFT, ωB97M-V/def2-TZVPD

- energy above the lowest of the compared OMol25 structures with the same formula, charge and spin (kJ/mol) = 481.3
- highest occupied orbital energy (spin up / spin down) (eV) = -8.805 / -8.829
- maximum force (eV/A) = 3.7
- orbital gap (spin up / spin down) (eV) = 6.79 / 6.85

Cartesian coordinates (Å):
I  -0.26  1.94  -1.33
I  -2.17  -0.95  -0.11
O  0.92  -0.10  -1.50
N  -0.11  1.72  0.53
C  0.93  -0.66  -0.36
C  -0.13  -1.04  0.47
H  1.89  -0.57  0.14
H  -0.91  1.12  0.76
H  -0.15  -1.47  1.40

Molecular formula: C4H13N2OPS
Method: DFT, ωB97M-V/def2-TZVPD

- energy above the lowest of the compared OMol25 structures with the same formula, charge and spin (kJ/mol) = 0.0
- highest occupied orbital energy (spin up / spin down) (eV) = -8.183 / -8.210
- 2S+1 = 3
- maximum force (eV/A) = 6.4
- orbital gap (spin up / spin down) (eV) = 9.11 / 6.25

Cartesian coordinates (Å):
S  -3.51  -1.08  -1.46
P  -0.97  0.44  0.09
O  -0.84  -0.79  1.17
N  -1.25  1.49  1.36
N  0.76  0.99  -0.24
C  -1.11  -2.02  0.46
C  1.45  2.08  0.39
C  0.23  -2.60  -0.08
C  1.16  0.87  -1.61
H  2.12  0.27  -1.64
H  1.61  3.00  -0.26
H  -1.55  -2.59  1.25
H  1.40  1.84  -1.89
H  0.08  -3.54  -0.39
H  -1.74  -1.92  -0.41
H  2.33  1.85  0.87
H  0.28  0.59  -2.36
H  -1.40  1.11  2.29
H  0.53  -2.03  -0.83
H  0.94  2.41  1.22
H  0.99  -2.78  0.78
H  -1.50  2.42  1.26

Molecular formula: C8H16IN2O
Method: DFT, ωB97M-V/def2-TZVPD

- total charge = +1
- energy above the lowest of the compared OMol25 structures with the same formula, charge and spin (kJ/mol) = 185.0
- highest occupied orbital energy (eV) = -12.667
- maximum force (eV/A) = 3.8
- orbital gap (eV) = 7.89

Cartesian coordinates (Å):
I  -3.31  -1.27  0.40
O  -1.37  0.50  -1.22
N  -0.45  2.91  0.33
N  -3.59  1.97  -0.22
C  2.17  -2.46  0.48
C  1.48  -1.06  0.82
C  -0.52  1.57  0.81
C  0.28  -0.88  -0.14
C  -0.24  0.58  -0.30
C  -2.56  0.15  -0.95
C  3.10  -2.44  -0.75
C  -3.90  3.04  0.07
H  -1.43  1.34  1.28
H  -3.99  4.03  0.45
H  1.53  -3.26  0.37
H  2.35  -0.35  0.60
H  0.38  1.32  1.39
H  0.34  1.19  -0.96
H  4.00  -1.69  -0.48
H  -0.61  -1.35  0.11
H  2.76  -2.66  1.37
H  -3.34  0.16  -1.70
H  2.40  -2.10  -1.61
H  -1.32  3.22  -0.17
H  3.58  -3.46  -0.83
H  1.27  -0.99  1.91
H  0.51  -1.21  -1.09
H  0.48  3.19  0.05